# C32H78BF4N2O6P

A 10-piece molecular cluster, C32H78BF4N2O6P overall in a non-equilibrium geometry (wB97M-V/def2-TZVPD, the Open Molecules 2025 dataset).

Structure (ORCA input):
```
! wB97M-V def2-TZVPD RIJCOSX def2/J DEFGRID3
* xyz 0 1
C 3.480 -2.999 -5.892
C 2.721 -2.885 -4.593
C 1.537 -1.837 -4.599
C 1.982 -0.397 -5.057
P 0.734 0.911 -4.918
C -0.480 0.797 -6.221
C -1.452 2.007 -6.198
C -2.394 1.823 -7.407
C -3.260 0.574 -7.291
C -0.022 0.882 -3.158
C 0.927 1.214 -2.047
C 0.272 1.111 -0.662
C -0.708 2.336 -0.579
C 1.625 2.453 -5.038
C 2.402 2.579 -6.401
C 3.165 3.906 -6.564
C 4.298 3.996 -5.540
H 2.873 -3.219 -6.710
H 4.207 -3.663 -5.419
H 4.162 -2.095 -6.217
H 3.443 -2.774 -3.787
H 2.312 -3.763 -4.106
H 1.250 -1.756 -3.466
H 0.540 -2.256 -5.186
H 2.004 -0.438 -6.154
H 2.706 -0.192 -4.484
H -1.130 -0.037 -6.077
H 0.143 0.481 -7.136
H -0.875 2.843 -6.492
H -2.128 2.141 -5.323
H -1.877 1.789 -8.362
H -2.914 2.695 -7.236
H -4.248 0.523 -8.060
H -3.571 0.074 -6.366
H -2.949 -0.375 -7.633
H -0.586 -0.066 -3.017
H -0.899 1.640 -3.314
H 1.424 2.282 -2.227
H 1.680 0.563 -2.017
H 0.964 1.357 0.037
H -0.308 0.320 -0.378
H -1.624 2.279 -1.051
H -0.120 3.165 -0.949
H -1.005 2.529 0.488
H 2.134 2.565 -4.218
H 0.818 3.372 -5.136
H 1.804 2.364 -7.140
H 3.135 1.811 -6.589
H 2.499 4.575 -6.505
H 3.658 4.025 -7.504
H 4.041 4.155 -4.644
H 5.138 4.968 -5.812
H 4.919 3.061 -5.643
B -0.887 -0.491 2.955
F -2.178 0.030 2.968
F -0.457 -0.720 4.190
F -0.954 -1.671 2.320
F 0.007 0.281 2.267
C 1.129 -3.738 5.603
C 0.869 -3.573 7.155
N 0.695 -3.359 8.247
H 0.545 -4.611 5.271
H 0.741 -2.796 5.099
H 2.234 -3.553 5.457
C -0.718 0.465 7.440
C 0.217 1.674 7.671
N 0.997 2.519 7.922
H -1.353 0.361 6.646
H -0.066 -0.550 7.404
H -1.282 0.715 8.163
C 3.452 -2.898 -0.108
C 2.206 -2.540 0.648
O 2.338 -1.346 1.380
H 3.759 -2.076 -0.760
H 3.087 -3.769 -0.635
H 4.382 -3.250 0.253
H 1.986 -3.430 1.101
H 1.304 -2.430 -0.038
H 1.449 -0.901 1.563
C 1.621 4.088 4.688
C 1.500 2.555 4.343
O 1.699 2.270 2.969
H 1.008 4.832 3.987
H 2.598 4.520 4.553
H 1.362 4.127 5.886
H 0.418 2.261 4.636
H 2.206 1.953 4.966
H 0.996 1.677 2.837
C 3.921 -1.191 6.204
C 3.071 -0.944 4.986
O 3.773 -1.716 4.033
H 4.996 -0.947 6.189
H 3.686 -2.207 6.334
H 3.364 -0.583 6.961
H 3.408 0.073 4.785
H 1.945 -0.747 4.899
H 3.186 -1.665 3.268
C -5.057 1.628 5.218
C -5.321 0.389 4.373
O -6.734 0.357 4.055
H -5.423 2.379 4.644
H -3.998 1.778 5.282
H -5.403 1.607 6.241
H -4.894 -0.444 4.913
H -4.818 0.371 3.496
H -7.031 1.068 3.399
C -4.200 -4.763 3.784
C -3.386 -3.601 3.041
O -2.149 -4.289 2.714
H -3.730 -4.990 4.792
H -4.571 -5.635 3.149
H -5.117 -4.346 3.909
H -3.208 -2.646 3.748
H -3.790 -3.031 2.186
H -1.432 -3.592 2.920
C -4.522 0.005 -1.100
C -3.429 -0.210 -0.011
O -3.417 0.835 0.884
H -4.200 0.861 -1.728
H -5.522 0.088 -0.918
H -4.367 -1.131 -1.622
H -2.636 -0.384 -0.409
H -3.617 -1.141 0.665
H -2.741 0.725 1.669
*
```

The HOMO-LUMO gap is 7.989 eV. The relative energy (zero: lowest compared OMol25 entry of this formula, charge and spin) is 6.9 kcal per mole.

Atomic partial charges in e from the Löwdin method, atoms 1 to 5: -0.1103, -0.2913, -0.2046, -0.2593, 1.0130



# C32H79Cl2N5

A 6-piece molecular cluster, C32H79Cl2N5 overall in a non-equilibrium geometry (wB97M-V/def2-TZVPD, the Open Molecules 2025 dataset).

Structure (ORCA input):
```
! wB97M-V def2-TZVPD RIJCOSX def2/J DEFGRID3
* xyz 0 1
Cl -2.181 1.867 6.330
C -0.388 1.435 6.290
C 0.008 1.189 4.824
Cl -0.751 -0.280 4.197
H -0.401 0.460 7.034
H 0.181 2.091 6.832
H 1.108 0.979 4.744
H -0.117 2.041 4.111
C 0.745 0.380 -2.523
C -0.142 -0.644 -1.831
N 0.211 -0.763 -0.412
C -0.771 -0.890 0.510
C -1.656 -1.850 0.308
C 1.386 -1.720 -0.254
C 2.061 -1.583 1.168
H 0.631 1.153 -1.726
H 0.228 0.826 -3.519
H 1.910 0.275 -2.837
H -0.124 -1.651 -2.187
H -1.246 -0.496 -1.858
H -1.210 0.018 0.224
H -0.625 -0.553 1.508
H -1.595 -2.467 -0.411
H -2.627 -1.566 0.739
H -1.568 -2.901 1.005
H 2.241 -1.602 -1.081
H 1.158 -2.917 -0.301
H 1.369 -1.503 1.964
H 2.714 -0.515 1.081
H 2.770 -2.525 1.489
C -0.023 7.739 -2.686
C -0.646 6.333 -2.399
N 0.484 5.300 -2.178
C 0.239 4.248 -1.272
C -1.034 3.753 -1.321
C 1.279 4.947 -3.432
C 2.609 4.707 -3.030
H 0.638 7.627 -3.563
H 0.661 8.225 -2.024
H -0.805 8.448 -2.855
H -1.164 5.991 -3.262
H -1.186 6.378 -1.439
H 0.431 4.890 -0.359
H 1.034 3.592 -1.020
H -2.016 3.786 -1.701
H -1.157 3.454 -0.391
H -1.010 2.729 -1.810
H 0.895 5.870 -4.184
H 0.705 3.986 -3.750
H 3.160 5.395 -2.676
H 3.221 4.144 -3.806
H 2.640 4.056 -2.159
C -4.434 -4.348 1.484
C -3.933 -4.653 2.931
N -4.594 -3.695 3.918
C -4.931 -4.346 5.147
C -4.028 -5.320 5.492
C -3.763 -2.573 4.324
C -4.696 -1.378 4.397
H -3.841 -5.147 0.941
H -4.210 -3.267 1.131
H -5.357 -4.624 1.101
H -2.953 -4.542 2.955
H -4.109 -5.797 3.030
H -5.706 -5.018 4.797
H -5.453 -3.879 5.714
H -3.386 -5.712 4.824
H -4.383 -6.143 6.016
H -3.445 -4.827 6.179
H -3.166 -2.434 3.423
H -2.878 -2.601 5.224
H -5.247 -1.422 5.353
H -5.247 -1.306 3.672
H -4.105 -0.391 4.342
C 7.286 2.662 2.324
C 6.956 3.574 1.211
N 5.494 3.699 1.169
C 4.991 4.993 0.994
C 5.634 5.973 0.278
C 4.826 2.755 0.234
C 3.499 2.181 0.799
H 7.039 1.573 2.227
H 6.582 2.943 3.097
H 8.248 2.675 2.426
H 7.365 3.478 0.225
H 7.359 4.427 1.818
H 5.144 5.306 2.189
H 3.874 4.849 0.914
H 6.666 6.076 0.005
H 5.416 6.890 0.836
H 5.121 6.170 -0.726
H 5.504 1.972 -0.224
H 4.443 3.193 -0.707
H 3.583 1.906 1.742
H 3.173 1.100 0.296
H 2.763 3.008 0.943
C 0.098 -6.122 -5.082
C -0.954 -5.002 -5.282
N -1.380 -4.333 -4.009
C -1.941 -3.037 -4.210
C -2.736 -2.774 -5.313
C -2.502 -5.190 -3.478
C -2.825 -4.952 -1.973
H 0.595 -6.578 -5.996
H -0.379 -6.807 -4.517
H 0.969 -5.923 -4.438
H -1.801 -5.088 -5.821
H -0.650 -4.236 -6.072
H -0.924 -2.815 -4.468
H -2.031 -2.484 -3.154
H -2.571 -3.392 -6.055
H -2.848 -1.750 -5.585
H -3.549 -3.168 -5.021
H -2.231 -6.347 -3.569
H -3.279 -5.241 -4.131
H -3.365 -5.595 -1.429
H -3.233 -4.077 -1.748
H -1.837 -4.959 -1.216
*
```

The SMILES is CCN(CC)CC.CCN(CC)CC.CCN(CC)CC.CCN(CC)CC.CCN(CC)CC.ClCCCl. The HOMO-LUMO gap is 7.978 eV. The relative energy (zero: lowest compared OMol25 entry of this formula, charge and spin) is 522.1 kcal per mole.

Atomic partial charges in e from the Löwdin method, atoms 1 to 5: 0.4668, -0.5950, -0.6714, 0.5834, 0.1244